Entry from the Open Molecules 2025 dataset: a cluster of 8 separate species, C52H37N2O33PS in total in a non-equilibrium geometry (the ωB97M-V functional and the def2-TZVPD basis).

As for the LUMO energy: -1.98 eV. As for the SMILES: NC(=O)CCC1=C(P(O)O)C(=O)C(N=C=S)=CC1=O.O=C1C=C(O)C(=O)C=C1O.O=C1C=C(O)C(=O)C=C1O.O=C1C=C(O)C(=O)C=C1O.O=C1C=C(O)C(=O)C=C1O.O=C1C=C(O)C(=O)C=C1O.O=C1C=C(O)C(=O)C=C1O.O=C1C=C(O)C(=O)C=C1O. The total energy comes out at -145191.9065 eV. Its charge is 0. The calculation puts the orbital gap at 7.17 eV.

Each atom is followed by the atoms it is bonded to, with distances in Å.
Positions of all 126 atoms, in Å:
1 C 0.959 9.156 1.198  C59 1.500, O95 1.331, C112 1.338
2 C 2.781 -2.361 0.133  C37 1.493, O47 1.205, C66 1.498
3 C 4.596 1.629 -4.569  C19 1.501, O83 1.220, C115 1.452
4 O -4.385 3.376 -4.753  C91 1.216
5 C 5.056 -3.571 -0.003  C55 1.561, C66 1.524, H82 1.086, H108 1.093
6 O 1.925 4.979 5.242  H79 0.976, C118 1.329
7 C 3.937 0.147 -0.183  C75 1.507, C80 1.516, O90 1.197
8 H 1.428 7.603 4.311  C58 1.081
9 O 0.866 -4.866 -1.256  C13 1.330, H69 0.980
10 C 4.000 0.397 -6.637  C19 1.337, H26 1.081, C32 1.458
11 H -3.360 -0.512 -2.844  C12 1.081
12 C -3.289 0.176 -3.675  H11 1.081, C68 1.337, C92 1.456
13 C -0.389 -5.270 -1.074  O9 1.330, C17 1.503, C126 1.340
14 O -7.007 -1.145 4.930  C85 1.215
15 O -2.676 -7.912 -1.666  C60 1.217
16 C 2.680 4.047 7.251  H48 1.081, C87 1.456, C118 1.339
17 C -1.292 -4.317 -0.343  C13 1.503, C57 1.455, O101 1.216
18 O -1.619 0.319 -6.992  C56 1.332, H99 0.976
19 C 4.527 0.387 -5.409  C3 1.501, C10 1.337, O96 1.335
20 O 6.802 0.650 -1.269  P30 1.641, H40 0.973
21 O -4.897 -5.351 2.523  C113 1.215
22 O -6.355 0.962 0.547  C23 1.334, H111 0.976
23 C -6.296 -0.081 -0.283  O22 1.334, C28 1.498, C54 1.336
24 C 2.406 7.223 0.993  C74 1.499, O93 1.216, C112 1.457
25 H -2.900 2.617 -6.783  C110 1.081
26 H 3.943 -0.492 -7.250  C10 1.081
27 C 3.572 2.884 -6.366  C32 1.501, O81 1.328, C115 1.340
28 C -7.543 -0.394 -1.052  C23 1.498, O42 1.216, C94 1.457
29 H -4.283 -0.597 0.135  C54 1.082
30 P 6.650 -0.805 -0.525  O20 1.641, O38 1.677, C80 1.857
31 O -6.114 -3.131 6.468  H35 0.976, C78 1.331
32 C 3.477 1.637 -7.196  C10 1.458, C27 1.501, O100 1.214
33 N 1.669 1.122 -0.821  C43 1.221, C75 1.423
34 O 3.466 2.905 9.154  C87 1.216
35 H -6.534 -2.264 6.626  O31 0.976
36 H -5.311 -4.195 0.811  O117 0.979
37 C 1.933 -1.197 -0.260  C2 1.493, C75 1.321, H121 1.084
38 O 7.051 -1.887 -1.742  P30 1.677, H97 0.969
39 H -4.447 -7.158 -0.847  O50 0.976
40 H 6.092 0.705 -1.931  O20 0.973
41 O 4.810 -2.495 3.189  C71 1.205
42 O -8.527 0.297 -0.871  C28 1.216
43 C 1.602 2.006 0.018  N33 1.221, S72 1.552
44 O 0.171 9.693 3.332  C59 1.215
45 H -5.410 -3.619 -2.875  O70 0.976
46 N 3.888 -4.489 2.735  C71 1.391, H73 1.011, H123 1.012
47 O 2.220 -3.345 0.543  C2 1.205
48 H 2.520 4.955 7.815  C16 1.081
49 H -8.410 -1.718 -2.550  C94 1.081
50 O -4.388 -6.273 -0.441  H39 0.976, C51 1.336
51 C -3.119 -5.884 -0.593  O50 1.336, C57 1.335, C60 1.497
52 C 3.186 1.544 5.883  C62 1.455, H64 1.082, C89 1.339
53 C -5.160 -1.943 -1.334  C54 1.455, C116 1.498, O124 1.220
54 C -5.187 -0.813 -0.418  C23 1.336, H29 1.082, C53 1.455
55 C 5.825 -3.624 1.354  C5 1.561, H61 1.091, C71 1.531, H104 1.090
56 C -2.371 0.727 -5.971  O18 1.332, C92 1.500, C110 1.339
57 C -2.680 -4.706 -0.146  C17 1.455, C51 1.335, H86 1.076
58 C 1.533 7.774 3.248  H8 1.081, C59 1.458, C74 1.337
59 C 0.840 8.922 2.674  C1 1.500, O44 1.215, C58 1.458
60 C -2.216 -6.847 -1.299  O15 1.217, C51 1.497, C126 1.456
61 H 6.427 -4.527 1.460  C55 1.091
62 C 2.632 2.689 5.176  C52 1.455, O67 1.218, C118 1.500
63 H 4.070 0.945 8.797  O76 0.976
64 H 3.360 0.639 5.315  C52 1.082
65 C -5.464 -4.323 4.563  C78 1.338, C113 1.457, H114 1.081
66 C 4.265 -2.269 -0.049  C2 1.498, C5 1.524, C80 1.338
67 O 2.345 2.669 3.992  C62 1.218
68 C -3.896 1.367 -3.662  C12 1.337, O77 1.333, C91 1.499
69 H 0.931 -3.984 -0.834  O9 0.980
70 O -6.315 -3.267 -2.970  H45 0.976, C116 1.333
71 C 4.816 -3.481 2.498  O41 1.205, N46 1.391, C55 1.531
72 S 1.915 3.147 1.022  C43 1.552
73 H 3.003 -4.063 2.977  N46 1.011
74 C 2.265 6.975 2.464  C24 1.499, C58 1.337, O84 1.337
75 C 2.457 0.004 -0.429  C7 1.507, N33 1.423, C37 1.321
76 O 3.969 0.619 7.883  H63 0.976, C89 1.330
77 O -4.627 1.777 -2.624  C68 1.333, H119 0.976
78 C -6.001 -3.245 5.147  O31 1.331, C65 1.338, C85 1.499
79 H 1.824 4.651 4.328  O6 0.976
80 C 4.835 -1.073 -0.234  C7 1.516, P30 1.857, C66 1.338
81 O 3.104 3.993 -6.927  C27 1.328, H103 0.976
82 H 5.720 -3.677 -0.855  C5 1.086
83 O 5.068 1.554 -3.447  C3 1.220
84 O 2.916 5.910 2.942  C74 1.337, H125 0.978
85 C -6.514 -2.088 4.343  O14 1.215, C78 1.499, C105 1.458
86 H -3.318 -4.005 0.363  C57 1.076
87 C 3.212 2.895 7.965  C16 1.456, O34 1.216, C89 1.501
88 H -6.749 -1.301 2.325  C105 1.081
89 C 3.461 1.634 7.190  C52 1.339, O76 1.330, C87 1.501
90 O 4.424 1.205 0.089  C7 1.197
91 C -3.794 2.316 -4.818  O4 1.216, C68 1.499, C110 1.458
92 C -2.497 -0.234 -4.826  C12 1.456, C56 1.500, O122 1.216
93 O 3.102 6.468 0.342  C24 1.216
94 C -7.511 -1.512 -1.987  C28 1.457, H49 1.081, C116 1.338
95 O 0.290 10.202 0.719  C1 1.331, H102 0.976
96 O 5.023 -0.721 -4.855  C19 1.335, H109 0.974
97 H 6.221 -2.169 -2.156  O38 0.969
98 H 4.168 3.761 -4.525  C115 1.081
99 H -1.300 -0.570 -6.748  O18 0.976
100 O 2.974 1.711 -8.299  C32 1.214
101 O -0.837 -3.259 0.048  C17 1.216
102 H -0.154 10.608 1.487  O95 0.976
103 H 2.781 3.730 -7.811  O81 0.976
104 H 6.462 -2.744 1.437  C55 1.090
105 C -6.391 -2.150 2.892  C85 1.458, H88 1.081, C106 1.338
106 C -5.852 -3.226 2.308  C105 1.338, C113 1.501, O117 1.338
107 H -0.192 -7.149 -2.044  C126 1.081
108 H 4.371 -4.422 -0.034  C5 1.093
109 H 5.343 -0.455 -3.975  O96 0.974
110 C -2.982 1.918 -5.962  H25 1.081, C56 1.339, C91 1.458
111 H -7.260 1.318 0.463  O22 0.976
112 C 1.696 8.357 0.416  C1 1.338, C24 1.457, H120 1.081
113 C -5.362 -4.395 3.111  O21 1.215, C65 1.457, C106 1.501
114 H -5.092 -5.163 5.132  C65 1.081
115 C 4.097 2.871 -5.134  C3 1.452, C27 1.340, H98 1.081
116 C -6.397 -2.240 -2.125  C53 1.498, O70 1.333, C94 1.338
117 O -5.720 -3.322 0.981  H36 0.979, C106 1.338
118 C 2.408 3.958 5.943  O6 1.329, C16 1.339, C62 1.500
119 H -4.955 2.664 -2.867  O77 0.976
120 H 1.790 8.517 -0.649  C112 1.081
121 H 0.869 -1.361 -0.394  C37 1.084
122 O -1.934 -1.309 -4.903  C92 1.216
123 H 3.783 -5.100 1.935  N46 1.012
124 O -4.173 -2.641 -1.495  C53 1.220
125 H 3.369 5.509 2.173  O84 0.978
126 C -0.831 -6.454 -1.517  C13 1.340, C60 1.456, H107 1.081